# 1
Computed, not measured: a cluster of 2 separate species, CH5IP2 in total at a distorted geometry, with the ωB97M-V functional and the def2-TZVPD basis.

Calculated values
total charge: 0
highest occupied orbital energy: -9.213 eV
energy relative to the best compared isomer or geometry (same formula, charge and spin): 38.34 kcal/mol

CARTESIAN COORDINATES (ANGSTROEM)
H1 2.19245 0.41475 -1.47103
C1 0.34864 0.13347 0.26079
H2 -2.02134 -0.32374 0.65962
I1 0.21409 2.19957 0.85563
P1 0.82188 -0.25343 -1.58392
H3 0.37262 0.84922 -2.26084
P2 -0.84842 -0.96599 0.99054
H4 1.44832 -0.47878 1.10119
H5 -0.87844 -0.17854 2.07865

Cartesian forces, eV/Å:
H -1.59 -0.97 -0.23
C 4.10 -1.02 0.71
H -0.93 0.28 -0.78
I 0.14 -0.34 -0.30
P 2.35 0.14 1.94
H -0.74 0.92 -0.15
P -0.56 -1.38 -0.36
H -2.83 2.03 -2.80
H 0.05 0.34 1.97

Atomic partial charges in e from the Löwdin method, atoms 1 to 8: H -0.071; C -1.490; H -0.127; I 0.617; P 0.653; H -0.170; P 0.609; H 0.144


# 2
Computed, not measured: a cluster of 2 separate species, C42H37F6N4O2 in total at a distorted geometry, with the ωB97M-V functional and the def2-TZVPD basis.

Calculated values
total charge: +1
highest occupied orbital energy: -10.126 eV
energy relative to the best compared isomer or geometry (same formula, charge and spin): 0.00 kcal/mol

CARTESIAN COORDINATES (ANGSTROEM)
N1 -2.69817 -1.50135 3.08698
C1 0.68252 -5.47506 7.55975
C2 6.27687 -1.45189 -1.47255
C3 -0.39596 -4.59739 4.00099
C4 0.20807 -3.33771 5.87621
C5 1.64204 0.24209 -2.06767
C6 0.25610 -5.72836 6.24722
H1 -5.14215 4.54638 -3.70571
H2 5.80668 -2.35695 3.96420
H3 6.55852 0.29134 -0.29173
H4 -5.27808 6.91769 -2.89197
C7 5.21365 -1.53546 2.07309
O1 -0.72994 -5.50572 3.25229
H5 5.21833 -2.48900 1.53982
H6 -0.08155 2.15280 -1.87529
C8 0.85085 -4.15507 8.02345
H7 -4.34742 -0.54754 0.65830
H8 0.37167 -1.98619 0.19383
H9 -0.41350 -3.47224 1.62206
C9 -1.35286 0.51007 -2.53546
H10 -1.31169 -1.39631 -1.51102
H11 0.68539 -2.02472 7.49957
H12 -3.41174 8.50789 -3.39554
C10 -4.40366 6.58500 -3.45579
O2 -0.22223 -1.18044 4.78901
C11 -2.83113 3.05615 -7.34505
C12 -4.33723 5.26433 -3.88935
N2 -3.09695 3.46738 -4.98844
C13 -0.74514 -0.48783 -1.71544
C14 -4.18838 -1.43678 1.27451
C15 2.96608 0.21937 -1.67939
C16 -3.18162 4.81309 -4.55788
H13 -4.78582 -1.50892 3.39175
C17 -2.54896 2.48685 -4.19394
C18 5.55178 -1.44771 3.41958
C19 0.03962 -4.63625 5.42041
C20 -2.88544 -2.17954 0.89059
C21 -0.76792 -2.73513 2.34650
H14 -5.04803 -2.10429 1.16872
H15 0.88626 -6.30792 8.23488
C22 5.56037 -0.20379 4.06160
C23 3.35117 -0.49418 -0.52457
C24 2.38568 -1.26056 0.17020
F1 7.28616 -1.32441 -2.37371
H16 -3.04265 -3.06096 0.25933
H17 5.24727 1.93324 3.83945
C25 -0.12294 -2.40049 4.77166
F2 -2.27394 4.29477 -7.57379
F3 5.24293 -2.12434 -2.08446
C26 -4.01309 -1.03849 2.75625
H18 4.67679 1.76866 1.40278
C27 5.24308 0.95961 3.34751
N3 -0.37586 -3.22907 3.66981
F4 -3.34196 2.60509 -8.51918
C28 -3.82200 3.13550 -6.21992
C29 -3.35494 7.47128 -3.73663
C30 4.88146 -0.37459 1.36287
H19 -0.26671 -1.76991 2.21107
H20 -4.33419 2.17538 -6.14059
H21 -1.29125 5.33736 -5.43610
C31 -1.51448 2.83293 -3.29595
C32 -2.41899 0.19148 -3.43153
H22 -3.78805 0.87275 -4.93859
C33 1.08791 -1.31616 -0.28364
H23 -2.19875 -1.48339 0.38465
F5 6.71685 -2.27778 -0.46103
C34 0.63442 -0.48797 -1.35717
C35 -0.91071 1.86686 -2.51734
H24 5.82946 -0.13644 5.11948
C36 0.59208 -3.06227 7.18208
H25 1.18399 -3.98597 9.04951
H26 5.47966 0.48957 -1.73700
H27 3.71111 0.79735 -2.22492
H28 -4.51497 3.95371 -6.42720
H29 -1.18088 3.87105 -3.25209
C37 -2.27478 -2.56599 2.25494
C38 -2.98356 1.14326 -4.25508
H30 1.37695 0.81886 -2.95207
H31 0.09610 -6.73057 5.85032
C39 -2.23970 7.03531 -4.46290
H32 -1.42860 7.72079 -4.70407
H33 -4.08715 0.04520 2.91179
H34 -2.72359 -3.54988 2.53595
C40 4.91584 0.88272 1.99652
H35 2.69839 -1.81618 1.06069
H36 -2.76338 -0.83950 -3.50341
C41 -2.14951 5.70855 -4.87090
N4 4.63461 -0.45536 -0.02947
C42 5.77213 -0.15497 -0.90507
F6 -1.78448 2.23339 -6.99944
H37 -2.41218 -1.47604 4.05784

Cartesian forces, eV/Å:
N 0.49 1.06 0.53
C -0.02 0.32 -0.08
C 0.27 -1.93 -0.23
C -0.35 -0.57 -0.78
C 0.10 0.00 0.60
C 0.12 0.18 0.21
C 0.04 0.15 0.00
H 0.21 0.33 0.05
H -0.04 0.29 -0.09
H -0.06 0.09 -0.33
H 0.30 -0.04 -0.24
C -0.14 0.31 -0.22
O 0.60 1.38 0.97
H 0.01 0.28 0.26
H -0.30 -0.02 0.05
C -0.11 -0.18 -0.28
H -0.05 -0.24 -0.03
H 0.24 0.31 -0.10
H 0.00 0.02 0.02
C 0.00 -0.02 0.05
H -0.01 0.25 0.20
H 0.05 -0.30 0.07
H 0.01 -0.37 -0.13
C 0.09 0.12 -0.06
O 0.37 -1.59 -0.10
C 1.66 0.26 -1.06
C 0.70 -0.42 -0.14
N -0.56 -1.20 -0.26
C 1.00 0.29 -1.40
C 0.01 -0.15 0.01
C -0.41 -0.06 -0.26
C 0.04 1.61 0.21
H 0.01 0.10 -0.28
C -0.02 0.36 -0.15
C -0.08 0.21 0.16
C 0.12 -0.43 0.54
C 0.47 0.21 0.25
C 0.08 -0.10 0.23
H 0.08 0.18 -0.10
H -0.08 0.26 -0.21
C 0.00 0.01 -0.18
C 0.15 0.08 0.53
C -0.46 -0.11 0.16
F -1.03 0.09 0.92
H -0.01 0.22 0.04
H 0.05 -0.32 -0.09
C -0.21 0.91 -0.09
F -0.59 -1.21 0.02
F 1.03 0.60 0.32
C -0.55 -0.01 0.30
H 0.07 -0.18 0.29
C 0.01 -0.16 0.04
N -0.27 0.15 -0.63
F 0.29 0.43 1.21
C -0.02 0.06 0.61
C 0.01 -0.18 -0.09
C 0.56 -0.23 1.49
H -0.14 -0.13 0.01
H -0.15 0.31 -0.17
H -0.25 0.20 0.19
C 0.30 -0.19 0.43
C -0.12 0.20 0.14
H 0.38 -0.14 0.32
C 0.06 0.10 -0.01
H -0.17 -0.16 0.12
F -0.25 0.81 -1.12
C -0.01 -0.19 0.08
C -0.21 0.17 -0.30
H -0.12 -0.03 -0.41
C 0.01 -0.21 -0.19
H -0.14 -0.06 -0.34
H 0.37 0.01 0.21
H -0.44 -0.22 -0.01
H -0.09 -0.32 -0.06
H -0.10 -0.39 0.05
C -0.51 -1.02 -0.16
C 0.19 -0.40 0.09
H 0.00 -0.19 0.20
H 0.10 0.18 0.26
C -0.20 0.04 0.23
H -0.24 -0.10 0.09
H -0.03 -0.17 -0.06
H 0.17 0.22 -0.05
C -0.21 -0.63 -0.34
H -0.18 0.14 -0.46
H -0.01 0.21 0.13
C -0.28 -0.33 0.14
N -0.10 0.57 -1.27
C -0.39 0.17 0.32
F -0.93 0.53 -0.46
H -0.14 -0.09 -0.30

Atomic partial charges in e from the Löwdin method, atoms 1 to 8: N -0.032; C -0.048; C -0.522; C -0.326; C -0.090; C 0.008; C 0.013; H 0.125


energy relative to the best compared isomer or geometry (same formula, charge and spin) of number 2 (C42H37F6N4O2)? 0.00 kcal/mol


Which value of total charge does entry 2 give? +1


What is the formula in the first record? CH5IP2